1.
94
Properties=species:S:1:pos:R:3:forces:R:3:mulliken_charge:R:1 method="wB97M-V/def2-TZVPD" gap_ev="4.8 / 4.8" homo_ev="-12.103 / -12.103" energy_ev=-87335.0110 total_charge=+2 max_force_ev_per_a=0.7
Mo -0.3935 0.1309 0.2791 0.285 0.482 -0.438 -0.991
C -4.5375 1.8830 -2.9605 0.013 -0.015 -0.002 -1.407
C -3.8181 1.8094 -1.6578 0.016 0.074 0.031 0.679
C -4.2334 2.2643 -0.4167 -0.037 -0.042 -0.012 -1.301
C -3.1875 1.9958 0.4573 -0.082 0.113 0.003 -0.713
N -2.2020 1.3524 -0.1995 -0.027 0.067 0.089 1.090
N -2.5875 1.2930 -1.5171 -0.067 -0.171 -0.056 0.194
B -1.6374 0.7689 -2.6267 0.056 0.036 0.032 -1.393
N -1.4424 -0.7482 -2.3941 -0.067 0.023 -0.069 0.826
N -1.2083 -1.2024 -1.1296 0.028 -0.124 0.103 1.499
C -1.4181 -2.5323 -1.1411 -0.037 0.059 -0.113 -0.290
C -1.7958 -2.9255 -2.4194 0.005 -0.032 0.064 -1.020
C -1.8204 -1.7683 -3.1818 0.067 0.035 0.008 0.722
C -2.1998 -1.5999 -4.6129 -0.008 0.030 0.008 -1.490
C -1.2559 -3.3931 0.0465 0.027 -0.053 0.009 -1.480
C 0.0085 -3.8220 0.4466 -0.039 0.022 -0.004 0.218
C 0.1474 -4.6487 1.5483 0.000 -0.017 0.044 -0.642
C -0.9770 -5.0671 2.2525 0.030 0.009 -0.011 -0.575
C -2.2393 -4.6724 1.8382 -0.020 -0.001 0.018 -0.721
C -2.3811 -3.8421 0.7331 -0.033 0.029 -0.021 -0.066
N -0.2897 1.5059 -2.4341 0.032 0.013 -0.122 -0.415
N 0.2203 1.4563 -1.1917 0.023 -0.088 -0.026 2.383
C 1.2457 2.3096 -1.1069 -0.025 0.032 -0.050 -0.547
C 1.4236 2.9040 -2.3559 -0.012 0.037 0.039 -1.367
C 0.4177 2.3842 -3.1678 -0.005 0.013 0.057 0.574
C 0.0897 2.7012 -4.5849 -0.020 -0.004 0.007 -1.446
C 1.9162 2.4624 0.1886 -0.009 0.042 -0.001 0.615
C 3.2398 2.8807 0.2671 -0.007 -0.031 -0.010 -1.272
C 3.8693 3.0018 1.4982 0.004 -0.008 0.037 -0.822
C 3.1863 2.7093 2.6702 0.053 0.008 -0.045 -0.679
C 1.8635 2.2940 2.6085 0.002 -0.109 0.004 -0.500
C 1.2377 2.1701 1.3793 -0.091 0.035 0.056 1.301
C -3.0482 2.5857 1.8017 0.116 0.058 -0.032 0.509
C -1.9589 3.4264 2.0398 -0.024 -0.066 -0.016 0.203
C -1.8812 4.1637 3.2115 0.014 -0.025 0.038 -0.585
C -2.8996 4.0772 4.1513 0.021 -0.021 0.013 -0.578
C -3.9931 3.2545 3.9139 -0.012 -0.013 -0.034 -0.746
C -4.0716 2.5169 2.7420 -0.051 0.059 -0.029 -0.367
H -5.4904 2.3864 -2.8183 -0.005 -0.004 -0.008 0.426
H -3.9630 2.4345 -3.7038 -0.003 0.007 0.005 0.261
H -4.7331 0.8869 -3.3591 0.003 0.001 0.000 0.237
H -5.1413 2.7974 -0.1916 0.004 -0.002 0.001 0.620
H -2.0804 0.9753 -3.7100 -0.015 -0.010 0.008 -0.021
H -2.0189 -3.9266 -2.7463 -0.012 0.003 0.004 0.651
H -2.3130 -2.5766 -5.0767 0.003 -0.001 -0.006 0.440
H -3.1461 -1.0663 -4.7087 -0.001 -0.006 0.004 0.241
H -1.4466 -1.0366 -5.1626 0.005 -0.010 -0.001 0.276
H 0.8723 -3.5291 -0.1337 0.038 0.012 -0.001 0.609
H 1.1312 -4.9836 1.8513 -0.004 -0.007 0.003 0.486
H -0.8688 -5.7189 3.1089 0.006 0.003 0.003 0.441
H -3.1170 -5.0143 2.3705 -0.005 0.005 -0.007 0.470
H -3.3674 -3.5492 0.3910 0.008 -0.008 0.018 0.708
H 2.1489 3.6485 -2.6362 0.002 -0.002 -0.003 0.611
H 0.8036 3.4206 -4.9775 -0.001 0.000 -0.005 0.446
H 0.1223 1.8072 -5.2076 0.000 -0.003 0.000 0.254
H -0.9099 3.1287 -4.6665 0.005 0.005 -0.005 0.279
H 3.7835 3.1010 -0.6427 -0.002 0.006 0.000 0.501
H 4.8988 3.3311 1.5413 0.000 0.002 0.000 0.464
H 3.6784 2.8172 3.6272 -0.007 -0.002 0.005 0.506
H 1.3154 2.0855 3.5195 -0.006 0.011 -0.003 0.332
H 0.1480 1.9785 1.4212 0.085 0.093 -0.116 0.068
H -1.2121 3.5587 1.2650 -0.036 0.042 0.021 0.282
H -1.0438 4.8300 3.3743 -0.005 0.008 0.002 0.473
H -2.8536 4.6688 5.0562 0.003 -0.005 0.000 0.418
H -4.7972 3.1984 4.6359 0.001 0.012 0.002 0.456
H -4.9384 1.9011 2.5438 -0.001 0.021 0.005 0.595
Te -1.4250 -1.1146 2.4546 -0.133 -0.309 0.461 1.092
Te -1.4245 0.6691 4.5513 0.048 0.036 0.046 -0.108
Te -3.5210 -0.8572 5.4272 0.063 -0.027 -0.066 -0.117
Te -4.1491 -1.1557 2.7769 -0.023 -0.059 -0.093 -0.264
N 1.2237 -0.6176 0.3325 -0.283 -0.410 0.204 0.450
C 2.3840 -1.2108 0.2671 0.227 0.193 0.044 0.072
C 2.7367 -1.8941 -0.9666 0.005 -0.032 -0.083 -0.009
C 2.2101 -1.4386 -2.1842 -0.026 -0.012 0.028 0.344
C 2.4977 -2.1148 -3.3522 0.006 -0.023 -0.011 -0.870
C 3.2788 -3.2663 -3.3127 0.004 0.001 0.024 -0.626
C 3.7846 -3.7383 -2.1068 0.000 0.000 -0.027 -1.036
C 3.5266 -3.0519 -0.9350 0.020 0.040 0.017 -0.267
C 3.2667 -1.1571 1.4260 -0.085 -0.020 -0.011 0.570
C 2.7151 -1.0705 2.7110 0.011 -0.021 -0.005 0.137
C 3.5409 -1.0124 3.8160 -0.032 0.003 0.014 -0.920
C 4.9209 -1.0005 3.6461 0.016 0.002 -0.027 -0.498
C 5.4777 -1.0577 2.3730 0.014 0.011 0.023 -1.021
C 4.6587 -1.1492 1.2639 -0.025 -0.009 -0.033 -0.386
H 1.6035 -0.5418 -2.2013 -0.003 0.005 -0.009 0.419
H 2.1174 -1.7531 -4.2979 -0.005 0.007 0.003 0.519
H 3.4929 -3.8015 -4.2283 0.001 -0.001 -0.002 0.447
H 4.3770 -4.6425 -2.0842 0.002 0.000 0.003 0.462
H 3.8955 -3.4284 0.0101 0.017 0.008 -0.007 0.615
H 1.6392 -1.0937 2.8314 0.002 0.002 0.013 0.057
H 3.1155 -0.9793 4.8101 -0.004 0.003 -0.004 0.505
H 5.5675 -0.9470 4.5120 0.004 -0.001 -0.001 0.453
H 6.5516 -1.0332 2.2490 0.000 0.000 0.002 0.475
H 5.0875 -1.1747 0.2710 0.000 -0.012 -0.003 0.572

***

2.
96
Properties=species:S:1:pos:R:3:forces:R:3:mulliken_charge:R:1 method="wB97M-V/def2-TZVPD" gap_ev=6.4 homo_ev=-9.618 energy_ev=-217988.5605 total_charge=+1 max_force_ev_per_a=0.6
Ta -0.0302 0.2267 -0.2342 -0.018 0.544 0.286 2.462
C -0.9344 2.2312 1.7872 -0.146 0.052 -0.088 -1.350
N 0.4032 1.7130 1.4422 -0.022 -0.163 0.097 -0.226
C 1.2186 1.1624 2.5306 -0.007 -0.031 -0.019 -1.599
C 0.6888 -0.2112 2.7352 -0.041 0.089 -0.074 -0.202
N -0.0716 -0.7491 1.8026 0.044 -0.365 0.147 1.051
C -0.5477 -1.9561 2.3479 -0.045 0.083 0.040 -0.434
C -1.5056 -2.8643 1.8994 -0.001 -0.006 -0.010 0.460
C -1.8449 -3.9044 2.7421 -0.003 0.020 -0.011 -1.470
C -1.2578 -4.0548 4.0052 0.016 -0.015 0.007 -0.558
C -0.3285 -3.1501 4.4743 0.021 -0.019 -0.002 -1.215
C 0.0000 -2.1043 3.6234 -0.007 -0.004 0.009 0.528
N 0.7880 -0.9782 3.8265 0.015 0.005 0.014 0.124
C -1.6483 2.2296 0.3895 0.039 -0.221 0.009 0.401
N -1.8663 0.7906 0.1012 -0.322 -0.168 0.002 1.572
C -3.2422 0.5395 0.1169 -0.053 0.115 -0.026 0.483
C -3.9381 -0.6399 -0.0817 0.002 0.023 0.005 -0.100
C -5.3282 -0.5800 -0.1195 -0.010 -0.004 -0.002 -1.080
C -5.9926 0.6307 0.0230 -0.014 -0.008 -0.008 -0.631
C -5.2918 1.8185 0.2117 0.037 0.010 0.012 -0.889
C -3.9130 1.7579 0.2556 -0.045 -0.096 0.001 0.061
N -2.9967 2.8015 0.4514 0.049 0.083 -0.069 -0.026
H -0.8751 3.1996 2.2725 0.091 -0.061 0.013 0.809
H -1.4371 1.5218 2.4447 -0.041 0.027 0.019 0.280
H 0.9193 2.4580 0.9752 0.035 -0.006 0.011 0.293
H 1.1547 1.7589 3.4436 -0.009 -0.001 0.012 0.690
H 2.2571 1.1334 2.1952 0.003 0.004 -0.002 0.334
H -2.0005 -2.7335 0.9505 -0.012 0.002 0.002 0.388
H -2.6043 -4.6094 2.4298 0.004 0.004 -0.005 0.536
H -1.5543 -4.8846 4.6325 -0.004 0.006 0.000 0.464
H 0.1146 -3.2469 5.4559 0.004 0.009 -0.003 0.467
H 1.3180 -0.7586 4.6540 -0.009 -0.005 0.009 0.275
H -3.4196 -1.5731 -0.2389 0.015 -0.011 0.021 0.227
H -5.8969 -1.4878 -0.2700 0.007 0.001 -0.001 0.454
H -7.0735 0.6538 -0.0128 0.003 0.000 0.003 0.413
H -5.8111 2.7612 0.3241 0.003 0.000 0.000 0.488
H -3.1282 3.6141 -0.1349 -0.004 -0.016 -0.014 0.390
C -1.6925 0.1424 -3.3166 -0.023 0.006 0.006 -1.166
C -0.2171 -0.0426 -3.4548 -0.007 -0.027 -0.050 0.774
C 0.3651 -0.3323 -4.7086 0.030 0.014 0.014 -1.445
C 1.7192 -0.4503 -4.8422 -0.027 -0.009 0.013 -1.026
C 2.5572 -0.2375 -3.7246 0.019 0.007 0.005 1.036
C 3.9771 -0.1985 -3.7358 -0.025 -0.001 0.028 -0.209
Br 4.9145 -0.5939 -5.3230 0.009 0.001 -0.007 -0.185
C 4.6745 0.1449 -2.6130 0.000 -0.012 -0.009 -0.327
C 3.9999 0.4640 -1.4149 -0.029 -0.224 -0.088 0.455
Br 4.9787 0.9722 0.1042 -0.002 0.021 0.029 -0.174
C 2.6346 0.3903 -1.3444 -0.055 0.244 -0.074 -0.006
O 1.9114 0.7418 -0.2823 0.293 0.275 -0.036 -0.336
C 1.9169 0.0323 -2.5117 0.065 0.044 0.042 -1.190
N 0.5511 0.0844 -2.3841 -0.051 0.092 -0.154 0.817
H -2.1365 0.3577 -4.2859 -0.009 -0.010 -0.002 0.719
H -1.9018 0.9672 -2.6328 0.006 -0.006 0.002 -0.048
H -2.1602 -0.7578 -2.9124 0.012 0.015 0.005 0.161
H -0.2859 -0.4480 -5.5635 0.001 0.006 0.001 0.594
H 2.1617 -0.6711 -5.8045 -0.005 0.000 0.000 0.429
H 5.7541 0.1901 -2.6355 -0.001 -0.001 -0.003 0.524
C 0.9353 3.1844 -2.8979 -0.041 -0.084 -0.002 -1.203
C 0.9427 4.0053 -1.6420 -0.027 0.028 0.011 0.979
C 1.8485 5.0508 -1.5775 0.028 -0.052 0.038 -0.536
C 1.8352 5.9502 -0.5270 -0.017 0.009 0.006 -1.149
C 0.7945 5.8605 0.3704 0.002 -0.008 0.001 -0.727
C -0.1763 4.8516 0.3238 0.055 0.065 0.030 1.346
C -1.4144 5.2157 1.1296 -0.071 0.003 0.024 -1.832
C -0.0106 3.7869 -0.6106 0.069 -0.018 -0.031 -0.226
N -0.7160 2.5608 -0.6574 0.033 -0.211 -0.095 -0.672
H 1.3591 3.7643 -3.7172 -0.034 0.021 0.002 0.652
H -0.0787 2.8842 -3.1645 0.008 -0.025 0.024 0.171
H 1.5408 2.2921 -2.7969 0.075 -0.094 -0.050 0.074
H 2.5659 5.1631 -2.3821 -0.003 0.002 0.001 0.442
H 2.5622 6.7480 -0.4595 0.000 -0.009 0.006 0.419
H 0.6785 6.6323 1.1222 -0.005 0.007 -0.001 0.404
H -2.0562 5.8491 0.5079 0.026 0.003 -0.008 0.364
H -1.1207 5.8258 1.9832 0.009 0.016 0.011 0.430
H -2.0445 4.4215 1.5033 0.044 0.078 -0.035 0.433
C 0.2460 -6.3076 0.9527 -0.016 -0.009 -0.015 -1.815
C 1.2565 -5.2680 1.3500 0.016 -0.036 0.024 1.065
C 1.7209 -5.2099 2.6628 0.019 0.022 0.004 -0.586
C 2.6838 -4.2889 3.0285 -0.030 -0.022 0.009 0.086
Cl 3.1870 -4.1933 4.6914 -0.010 0.003 0.016 -0.214
C 3.2565 -3.4374 2.0975 -0.001 0.025 -0.017 -0.631
C 2.8001 -3.4822 0.7931 0.065 -0.041 0.035 -0.374
C 1.7841 -4.3578 0.4398 0.024 0.056 0.020 0.288
O 1.3392 -4.3313 -0.8787 0.052 -0.072 -0.040 -0.651
C 0.0582 -3.7936 -1.0522 -0.062 0.014 -0.011 -0.851
C 0.0152 -2.3144 -0.7803 -0.083 0.084 -0.019 0.103
O 1.0357 -1.6819 -0.4198 0.112 -0.071 -0.171 -0.505
O -1.0571 -1.6304 -0.8862 -0.015 0.008 0.130 -0.892
H 0.4314 -7.2355 1.4920 -0.009 0.005 0.010 0.528
H 0.2961 -6.5224 -0.1137 0.007 0.009 0.001 0.362
H -0.7717 -5.9901 1.1949 0.013 0.005 -0.017 0.187
H 1.3318 -5.8988 3.4013 -0.005 -0.002 -0.002 0.489
H 4.0437 -2.7557 2.3892 -0.001 0.002 -0.002 0.543
H 3.2094 -2.8248 0.0391 0.004 -0.023 0.019 0.448
H -0.6930 -4.2685 -0.4127 -0.023 -0.003 0.000 0.321
H -0.2406 -3.9602 -2.0890 0.014 0.003 -0.010 0.463